Formula: C25H58N3O7P2
Source: the Open Molecules 2025 dataset
Level of theory: ωB97M-V/def2-TZVPD

**Maximum force**: 3.614 eV Å⁻¹
**Energy**: -64235.3671 eV
**Orbital gap**: 7.665 eV
**Charge**: +1

Each line ends with the Löwdin charge.
Cartesian coordinates (Å):
C 4.80865 -0.45273 1.13238  -0.092
C 3.28291 -0.45632 0.66009  -0.225
C 2.49941 0.42954 1.70336  -0.158
N 1.02245 0.21004 1.76392  -0.020
C 0.51981 -0.39379 0.59124  -0.299
N 0.46633 0.39620 -0.49268  0.248
N 0.03531 -1.69948 0.41951  0.012
C -1.38922 -1.74231 0.00247  -0.166
O -2.14632 -0.61698 0.41284  -0.117
C -3.01551 -0.93325 1.51294  -0.166
C -4.34952 -1.63937 1.09195  -0.173
O -4.25496 -3.04875 0.90755  -0.162
C -3.88469 -3.73572 2.10114  -0.266
C -4.90853 -3.53739 3.29822  -0.071
C 0.37748 -2.65519 1.49952  -0.425
P 1.38788 -4.10409 0.77270  1.005
C 0.99240 -5.59805 1.86438  -0.398
C 1.77422 -5.54129 3.23386  -0.169
C 0.65726 -4.57059 -0.90983  -0.426
C 1.51868 -5.76162 -1.52010  -0.168
C 1.16339 -2.05353 2.70452  -0.172
C 0.59441 -0.60693 2.92519  -0.426
P 0.93810 0.15399 4.60745  0.923
C -0.17981 -0.85946 5.75956  -0.255
O 2.51579 -0.22279 5.14084  -0.336
H 5.14328 0.60952 1.08860  0.081
H 4.86310 -0.75003 2.21562  0.079
H 5.43782 -1.14531 0.52950  0.082
H 2.98153 -1.53011 0.63521  0.073
H 3.28207 0.03443 -0.34453  0.106
H 3.01478 0.33262 2.68444  0.100
H 2.64910 1.49639 1.38084  0.132
H 0.83332 -0.02332 -1.34161  0.142
H 0.15066 1.36283 -0.44084  0.142
H -1.39813 -1.72816 -1.12104  0.149
H -1.86460 -2.72068 0.27641  0.140
H -3.30582 0.04907 1.97558  0.143
H -2.43307 -1.47512 2.30095  0.102
H -5.15313 -1.31109 1.79433  0.127
H -4.62444 -1.21466 0.08924  0.147
H -2.83902 -3.53561 2.44611  0.089
H -3.92306 -4.83094 1.85960  0.127
H -5.96070 -3.45454 2.92534  0.092
H -4.62080 -2.67527 3.94319  0.072
H -4.87161 -4.49000 3.88748  0.081
H -0.54915 -3.13343 1.92970  0.109
H 1.28556 -6.53290 1.32758  0.075
H -0.11005 -5.62752 2.05561  0.075
H 2.74213 -4.99305 3.08236  0.064
H 1.18094 -5.02910 4.02853  0.060
H 1.98323 -6.57185 3.61933  0.077
H -0.43452 -4.80060 -0.88020  0.075
H 0.85072 -3.69468 -1.58561  0.066
H 1.36360 -5.83520 -2.62516  0.076
H 2.58324 -5.56514 -1.25658  0.061
H 1.21243 -6.74174 -1.07351  0.066
H 2.27108 -2.12134 2.62024  0.106
H 0.88979 -2.66394 3.60930  0.113
H -0.52601 -0.69522 2.84593  0.111
H -0.82380 -1.57226 5.17622  0.035
H 0.48487 -1.46977 6.41834  0.048
H -0.77215 -0.16441 6.39252  0.038
H 2.90153 0.64191 5.33509  0.034
C -0.94161 5.11473 -1.45224  -0.095
O 0.14792 4.32125 -0.99611  -0.222
C 1.40333 4.97997 -1.14312  -0.202
C 1.87521 5.58560 0.17081  -0.203
O 1.01688 6.63209 0.60102  -0.185
C 0.09573 6.21296 1.59712  -0.107
H -1.86530 4.68400 -1.06464  0.092
H -0.87029 6.14850 -1.10795  0.089
H -0.98168 5.09824 -2.54616  0.082
H 1.35116 5.74173 -1.92585  0.129
H 2.12664 4.22143 -1.46068  0.119
H 2.86472 6.02588 0.01700  0.128
H 1.96650 4.81612 0.94526  0.119
H 0.60304 6.14271 2.56516  0.090
H -0.36140 5.25123 1.35414  0.079
H -0.69110 6.96390 1.66693  0.093
C -0.36368 2.70467 -4.86817  -0.118
O -1.21316 3.75987 -5.28171  -0.199
C -0.53790 4.72168 -6.08797  -0.199
C -0.82030 4.50848 -7.56737  -0.198
O -0.28422 3.27428 -8.02821  -0.191
C -1.26332 2.24925 -8.11218  -0.110
H -0.98674 1.88586 -4.50454  0.087
H 0.25813 2.33074 -5.68516  0.086
H 0.28018 3.04464 -4.04808  0.076
H 0.53848 4.70466 -5.89184  0.126
H -0.91706 5.70551 -5.79526  0.125
H -0.32826 5.30345 -8.13499  0.127
H -1.89396 4.56520 -7.77175  0.128
H -1.87539 2.39368 -9.00836  0.091
H -1.90780 2.22474 -7.23089  0.082
H -0.74542 1.29298 -8.19130  0.089

***

Formula: C25H59N8O9Y
Source: the Open Molecules 2025 dataset
Level of theory: ωB97M-V/def2-TZVPD

**Maximum force**: 8.579 eV Å⁻¹
**Energy**: -58261.3201 eV
**Orbital gap**: 5.050 eV
**Charge**: +2

Each line ends with the Löwdin charge.
Cartesian coordinates (Å):
Y 3.83495 -1.61259 -1.28357  1.939
C 0.81086 0.44750 -0.34151  -0.225
O 2.05529 -0.07855 -0.75950  -0.443
H 0.81110 0.56276 0.74238  0.048
H 0.63252 1.38641 -0.86568  0.067
H 0.00019 -0.21765 -0.63897  0.051
C 3.32351 -4.96783 1.24246  0.039
C 2.68203 -3.63461 1.35103  -0.509
O 2.94803 -2.81462 0.46146  -0.137
N 1.87078 -3.36807 2.36341  0.071
C 1.22668 -2.08836 2.57117  -0.017
H 3.12698 -5.37543 0.25083  0.106
H 2.88909 -5.52635 2.07157  0.099
H 4.38817 -4.82454 1.42708  0.093
H 1.69618 -3.99800 3.13335  0.165
H 0.71496 -1.88329 1.63087  0.091
H 1.95187 -1.38939 2.98784  0.084
H 0.43701 -2.19191 3.31535  0.104
C -5.83159 -2.69070 -3.22306  -0.003
C -4.47053 -2.18702 -3.49426  -0.581
O -4.29818 -1.57881 -4.52791  0.061
N -3.55363 -2.61672 -2.63385  0.009
C -2.16836 -2.44278 -2.79763  -0.089
H -5.88657 -2.85676 -2.14719  0.064
H -6.26594 -3.52861 -3.76835  0.099
H -6.58290 -1.93836 -3.46309  0.092
H -3.81552 -2.95118 -1.71753  0.132
H -1.65704 -1.97766 -1.95483  0.063
H -1.90724 -1.71247 -3.56351  0.077
H -1.73328 -3.39252 -3.10874  0.092
C -2.26319 2.10432 -2.10628  0.013
C -2.10435 2.06329 -3.65819  -0.544
O -1.06704 2.58583 -4.10125  -0.006
N -3.09992 1.54059 -4.37693  0.028
C -2.89076 1.34718 -5.86285  -0.028
H -2.42010 3.16925 -1.93481  0.091
H -1.46227 1.55497 -1.61145  0.044
H -3.15833 1.62878 -1.70543  0.059
H -4.03955 1.57681 -4.00830  0.138
H -3.87906 1.52090 -6.28851  0.085
H -2.68333 0.28758 -6.01232  0.065
H -2.11697 2.00855 -6.25261  0.079
C -0.31148 1.62344 6.02976  0.010
C 0.34540 1.16070 4.78113  -0.560
O 1.34769 0.48135 4.86986  0.015
N -0.16725 1.41268 3.54822  0.004
C -1.45215 2.04550 3.31002  -0.078
H 0.10566 1.30839 6.98623  0.099
H -1.38247 1.42073 6.02732  0.091
H -0.25395 2.71148 6.06064  0.079
H 0.29059 1.10336 2.70276  0.101
H -1.60723 2.82809 4.05271  0.080
H -2.25872 1.32835 3.46240  0.070
H -1.56474 2.46315 2.30952  0.093
C 1.00391 0.10498 -4.39276  0.016
C 2.27094 -0.54884 -4.49481  -0.509
O 2.91770 -0.93790 -3.48856  -0.148
N 2.82844 -0.62426 -5.71028  0.048
C 2.25647 -0.17108 -6.99874  -0.010
H 0.99891 1.18118 -4.56565  0.113
H 0.44069 -0.03486 -3.47008  0.091
H 0.36919 -0.36235 -5.14564  0.101
H 3.65541 -1.18656 -5.56874  0.147
H 1.84375 0.83774 -7.00496  0.100
H 1.39918 -0.81655 -7.18981  0.094
H 3.11475 -0.29165 -7.65974  0.101
C -2.61055 -1.37799 1.45295  0.005
C -3.78390 -0.47195 1.29994  -0.569
O -3.59759 0.74475 1.46926  0.015
N -4.91398 -1.04061 0.93791  0.015
C -6.18916 -0.49773 0.56867  -0.053
H -1.97294 -1.01408 2.25863  0.082
H -2.22316 -1.48033 0.43927  0.068
H -3.06712 -2.36003 1.57637  0.077
H -4.79270 -2.03674 0.82339  0.124
H -6.86475 -0.43904 1.42204  0.095
H -6.70292 -0.85948 -0.32199  0.083
H -6.06780 0.53669 0.24719  0.089
C 4.63529 0.49863 2.75927  0.073
C 4.95661 -0.59968 1.79032  -0.565
O 4.57343 -0.52757 0.68387  -0.072
N 5.57218 -1.73809 2.08948  0.041
C 6.14487 -2.27593 3.31795  -0.025
H 4.96151 1.40651 2.25187  0.110
H 4.97366 0.27755 3.77156  0.097
H 3.55287 0.43074 2.86820  0.084
H 5.56353 -2.30063 1.25067  0.118
H 7.10597 -1.77894 3.44975  0.100
H 6.31085 -3.33791 3.13699  0.091
H 5.54785 -2.12366 4.21711  0.097
C 0.40385 5.53712 4.12639  0.006
C 1.47513 5.23082 3.04871  -0.489
O 2.16277 6.18799 2.63151  0.017
N 1.51614 3.97242 2.50161  0.019
C 2.29094 3.75691 1.27443  -0.058
H -0.50542 5.24905 3.59880  0.067
H 0.23009 6.55269 4.48207  0.090
H 0.38129 4.79726 4.92653  0.055
H 1.05854 3.22490 3.00352  0.088
H 1.68753 3.36327 0.45648  0.068
H 3.00484 2.95196 1.44912  0.053
H 2.94702 4.56409 0.94865  0.091